Record 1
The following is a DFT calculation (ωB97M-V/def2-TZVPD) of C3H8N2S in the gas phase in a non-equilibrium geometry.

Calculated values
- energy (eV) = -17053.008
- highest occupied orbital energy (eV) = -8.936
- relative energy (zero: lowest compared OMol25 entry of this formula, charge and spin) (kJ/mol) = 359.13
- Kohn-Sham gap (eV) = 9.288
- SMILES string = [H]/N=C/N(C)SC

Last column: Mulliken charge in e.
Geometry (Å):
1 C -1.920 -0.905 0.661  -0.61
2 C 0.725 1.470 0.444  -0.97
3 C 1.332 -0.754 -0.235  0.14
4 H -2.277 -0.124 1.562  0.21
5 H -1.116 -1.635 1.113  0.23
6 H -2.892 -1.485 0.267  0.28
7 H -0.208 1.932 0.810  0.34
8 H 0.907 2.082 -0.392  0.39
9 H 1.685 1.484 1.099  0.32
10 H 0.989 -1.885 -0.646  0.20
11 H 2.894 -1.350 -0.290  0.27
12 N 0.338 0.082 0.185  -0.10
13 N 2.564 -0.499 -0.015  -0.64
14 S -1.320 0.315 -0.621  -0.06

***

Record 2
The following is a DFT calculation (ωB97M-V/def2-TZVPD) of a molecular structure, C34H49AlBFMgN2NaO20P2 in a non-equilibrium geometry.

Calculated values
- energy (eV) = -118398.884
- highest occupied orbital energy (eV) = -4.118
- relative energy (zero: lowest compared OMol25 entry of this formula, charge and spin) (kJ/mol) = 0.00
- Kohn-Sham gap (eV) = 1.822
- net charge = -1

Last column: Mulliken charge in e.
Geometry (Å):
1 C 2.063 -2.399 2.272  -1.20
2 C 2.231 -1.592 0.982  -0.16
3 C 0.984 -1.500 0.071  -0.88
4 C -0.355 -1.794 0.743  -1.07
5 C -0.865 -3.235 0.560  0.29
6 C -1.929 -3.483 1.630  -1.38
7 C -2.996 -4.492 1.197  0.07
8 C -3.757 -3.927 -0.020  0.19
9 C -5.205 -3.666 0.232  0.16
10 C -6.170 -4.398 -0.326  -0.74
11 C -7.604 -4.127 -0.113  -0.17
12 O -8.483 -4.906 -0.454  -0.66
13 C -7.939 -2.812 0.506  -0.28
14 C -7.020 -2.037 1.086  0.05
15 B -7.457 -0.630 1.680  0.72
16 O -6.690 0.082 2.533  -0.49
17 O -8.691 -0.089 1.331  -0.56
18 C -5.603 -2.536 1.121  0.33
19 O -4.800 -1.998 1.855  -0.62
20 H 1.303 -1.994 2.930  0.33
21 H 3.002 -2.342 2.827  0.42
22 H 1.890 -3.449 2.050  0.26
23 H 3.043 -2.059 0.421  0.23
24 H 2.588 -0.593 1.236  0.14
25 H 0.928 -0.472 -0.288  0.37
26 H 1.136 -2.101 -0.823  0.37
27 H -1.094 -1.157 0.257  0.40
28 H -0.385 -1.536 1.799  0.58
29 H -1.280 -3.271 -0.445  -0.14
30 H -0.055 -3.965 0.591  0.42
31 H -1.441 -3.762 2.565  0.33
32 H -2.439 -2.533 1.792  0.47
33 H -3.647 -4.793 2.037  -0.74
34 H -2.446 -5.376 0.863  0.85
35 H -3.666 -4.622 -0.845  0.31
36 H -3.323 -3.004 -0.381  0.20
37 H -5.893 -5.225 -0.968  0.51
38 H -8.967 -2.482 0.440  0.57
39 H -7.292 0.451 3.196  0.31
40 H -8.871 -0.201 0.396  0.30
41 N -4.838 1.389 5.114  0.94
42 O -4.326 0.276 5.335  -0.64
43 O -4.129 2.420 5.127  -0.66
44 O -6.066 1.482 4.887  -0.65
45 O 6.421 3.728 4.059  -0.82
46 P 5.361 3.813 3.018  1.12
47 O 4.053 3.187 3.756  -0.28
48 C 3.771 3.395 5.149  -0.29
49 C 2.837 4.568 5.364  -1.06
50 O 5.782 2.537 2.030  -0.31
51 C 7.014 1.925 2.127  0.70
52 C 6.963 0.687 2.989  -1.08
53 O 4.527 4.419 1.785  -0.37
54 C 3.603 5.504 1.978  -0.14
55 C 4.282 6.763 2.468  -1.09
56 H 4.684 3.529 5.729  0.30
57 H 3.295 2.482 5.505  0.35
58 H 3.292 5.500 5.017  0.21
59 H 2.601 4.677 6.422  0.40
60 H 1.904 4.427 4.818  0.30
61 H 7.790 2.651 2.497  0.07
62 H 7.306 1.622 1.082  -0.03
63 H 6.564 0.925 3.972  0.28
64 H 7.954 0.242 3.108  0.37
65 H 6.301 -0.049 2.535  0.32
66 H 2.798 5.191 2.642  0.20
67 H 3.147 5.687 1.006  0.33
68 H 4.797 6.591 3.422  0.34
69 H 3.553 7.560 2.608  0.37
70 H 5.031 7.100 1.750  0.32
71 Al 8.710 2.823 0.783  0.45
72 C -9.553 -4.217 -3.356  -0.81
73 C -10.721 -3.726 -4.173  0.73
74 O -10.644 -2.740 -4.869  -0.56
75 C -12.000 -4.525 -4.083  -1.08
76 H -8.702 -3.557 -3.511  0.27
77 H -9.811 -4.217 -2.297  0.19
78 H -9.278 -5.226 -3.665  0.34
79 H -12.360 -4.539 -3.053  0.31
80 H -11.826 -5.548 -4.423  0.31
81 H -12.757 -4.067 -4.716  0.31
82 N 10.823 5.668 -0.769  -0.33
83 C 12.130 5.746 -0.514  -0.31
84 C 12.853 6.924 -0.579  -0.28
85 C 12.171 8.081 -0.928  0.55
86 C 10.820 8.038 -1.201  -0.31
87 C 10.197 6.801 -1.104  -0.27
88 H 12.615 4.813 -0.247  0.34
89 H 13.913 6.930 -0.361  0.32
90 H 12.692 9.033 -0.995  -0.67
91 H 10.265 8.953 -1.502  0.46
92 H 9.138 6.705 -1.310  0.41
93 F 9.988 10.219 -2.277  -0.85
94 C -2.557 -4.340 -4.874  -0.22
95 C -3.001 -3.806 -6.133  0.09
96 C -3.720 -2.475 -6.036  0.38
97 O -4.099 -1.852 -6.997  -0.55
98 C -3.965 -1.950 -4.697  -0.60
99 C -3.535 -2.486 -3.444  0.83
100 C -2.721 -3.761 -3.552  0.64
101 O -2.210 -4.315 -2.598  -0.56
102 O -3.762 -2.003 -2.351  -0.56
103 O -2.822 -4.332 -7.200  -0.50
104 H -2.018 -5.283 -4.873  0.49
105 H -4.545 -1.032 -4.693  0.49
106 Mg -4.378 -6.336 2.819  -0.03
107 O 1.852 -2.758 -8.102  -0.57
108 P 0.408 -3.071 -7.727  0.88
109 O 0.248 -2.935 -6.213  -0.47
110 O 0.053 -4.487 -8.168  -0.39
111 O -0.547 -2.117 -8.434  -0.39
112 Na 13.581 10.764 -1.411  0.98

***

Record 3
The following is a DFT calculation (ωB97M-V/def2-TZVPD) of 2 unconnected molecules or ions with the total composition C4H9O2S2 in a non-equilibrium geometry.

Calculated values
- energy (eV) = -30061.352
- highest occupied orbital energy (eV) = -4.328
- relative energy (zero: lowest compared OMol25 entry of this formula, charge and spin) (kJ/mol) = 17.58
- Kohn-Sham gap (eV) = 7.548
- net charge = -1

Last column: Mulliken charge in e.
Geometry (Å):
1 O 0.035 0.416 -2.135  -0.81
2 C 0.309 -0.812 -2.285  0.73
3 O 0.063 -1.730 -1.475  -0.70
4 C 1.026 -1.179 -3.580  -0.99
5 H 1.059 -2.271 -3.636  0.29
6 H 0.527 -0.748 -4.446  0.24
7 H 2.062 -0.827 -3.585  0.23
8 C -2.069 0.200 0.785  -0.58
9 S -1.106 0.896 2.138  -0.17
10 S 0.766 0.012 1.932  -0.11
11 C 1.480 0.985 0.564  -0.54
12 H -1.627 0.341 -0.205  0.19
13 H -2.257 -0.854 0.972  0.25
14 H -3.015 0.752 0.887  0.28
15 H 1.220 2.027 0.769  0.30
16 H 2.561 0.880 0.535  0.30
17 H 0.990 0.754 -0.408  0.09